No. 1
2 unconnected molecules or ions with the total composition C6H19N2O at a distorted geometry, computed with ωB97M-V with the def2-TZVPD basis set.

Its total charge is +1. The relative energy (zero: lowest compared OMol25 entry of this formula, charge and spin) is 48.84 kcal per mole. The value obtained for the total energy is -11550.1252 eV. The calculation puts the gap between HOMO and LUMO at 9.697 eV.

Last column: Löwdin charge in e.
Element x y z (Å)
C1 0.70338 -1.06688 1.92689  -0.200
N1 -0.05969 0.16685 1.86273  -0.093
C2 0.49830 1.42353 1.27299  -0.212
C3 1.05045 1.20173 -0.10635  -0.183
C4 -0.01131 1.08497 -1.30292  -0.217
C5 -0.87981 2.33970 -1.18644  -0.101
C6 0.16479 -1.84672 0.72602  -0.193
N2 -1.26025 -1.70065 0.43428  0.133
H1 1.82494 -0.94497 1.84962  0.146
H2 0.54310 -1.45713 2.94761  0.130
H3 -0.45839 0.39851 2.75949  0.115
H4 -0.16297 2.32142 1.33538  0.116
H5 1.38185 1.68550 1.88018  0.121
H6 1.64450 0.22836 -0.07566  0.101
H7 1.87557 1.83082 -0.43108  0.118
H8 0.48138 1.05381 -2.22949  0.085
H9 -0.53761 0.14856 -1.27465  0.043
H10 -0.44925 3.23181 -1.54139  0.063
H11 -1.22425 2.48992 -0.10981  0.073
H12 -1.91225 2.26720 -1.61727  0.087
H13 0.76859 -1.42202 -0.14285  0.109
H14 0.29569 -2.99390 0.88488  0.165
H15 -1.33547 -0.64328 0.26262  0.153
H16 -1.64766 -2.18834 -0.41713  0.183
H17 -1.94425 -2.00302 1.18705  0.197
H18 -0.52773 -1.87850 -3.17953  0.095
H19 0.92014 -1.79481 -3.14802  -0.016
O1 0.25820 -1.93247 -2.56716  -0.018

Cartesian forces (eV/Å) of the 2 atoms listed first:
C -0.1 1.0 0.4
N -1.0 2.0 -0.1

=====

No. 2
A gas-phase ion, C6H19N3O2P (charge +1) at a distorted geometry, computed with ωB97M-V with the def2-TZVPD basis set.

Its total charge is +1. The value obtained for the total energy is -24376.5023 eV. The calculation puts the gap between HOMO and LUMO at 9.594 eV. Its SMILES is NCCC[N@@H+](C[C@@H](O)CN)[PH2]=O.

Last column: Löwdin charge in e.
Element x y z (Å)
N1 4.30542 -1.01520 0.06308  0.012
C1 3.19350 -0.17036 -0.36870  -0.296
C2 1.76747 -0.73313 -0.03730  -0.191
C3 0.69025 0.16040 -0.74726  -0.141
N2 -0.11696 1.06567 0.17049  -0.193
C4 -1.34085 0.32088 0.64003  -0.106
C5 -2.56971 0.46172 -0.30372  -0.327
O1 -2.23047 0.65674 -1.66868  -0.014
C6 -3.44368 -0.84423 -0.25728  -0.191
N3 -2.69273 -2.07440 -0.55492  0.023
P1 0.80269 1.82770 1.49813  0.812
O2 -0.08107 2.65540 2.39801  -0.383
H1 4.15435 -1.95647 -0.28260  0.076
H2 4.23958 -1.06520 1.07580  0.072
H3 3.25098 -0.11811 -1.46999  0.121
H4 3.26172 0.84725 0.05520  0.096
H5 1.70525 -1.72362 -0.52002  0.121
H6 1.58467 -0.90737 1.03227  0.091
H7 -0.03241 -0.52721 -1.20372  0.112
H8 1.17724 0.71316 -1.56123  0.137
H9 -0.44401 1.83926 -0.42073  0.157
H10 -1.05205 -0.71920 0.84489  0.125
H11 -1.61728 0.74785 1.62285  0.130
H12 -3.19667 1.29952 0.04598  0.157
H13 -2.16732 1.59144 -1.84555  0.098
H14 -4.00226 -0.92217 0.68399  0.129
H15 -4.15469 -0.72502 -1.08892  0.125
H16 -1.96084 -1.82714 -1.21212  0.059
H17 -2.25315 -2.44350 0.27977  0.066
H18 1.50044 0.88394 2.28622  0.061
H19 1.72259 2.70141 0.84605  0.061

Cartesian forces (eV/Å) of the 2 atoms listed first:
N -0.8 0.6 0.5
C -0.5 -0.6 -0.1

=====

No. 3
A molecular structure, C6H19N5O3Sn at a distorted geometry, computed with ωB97M-V with the def2-TZVPD basis set.

Its spin multiplicity is 2. Its total charge is +1. The relative energy (zero: lowest compared OMol25 entry of this formula, charge and spin) is 0.00 kcal per mole. The value obtained for the total energy is -25948.0512 eV. The calculation puts the gap between HOMO and LUMO (alpha / beta) at 5.954 / 9.690 eV.

Last column: Löwdin charge in e.
Element x y z (Å)
Sn1 10.09561 -33.77231 6.72325  1.115
C1 5.92392 -30.41726 7.05252  -0.027
C2 7.44140 -30.79876 7.36675  -0.406
C3 7.51773 -31.88402 8.48335  -0.141
O1 8.94962 -32.29643 8.89549  -0.357
C4 9.56154 -31.20413 9.59157  -0.119
N1 8.33326 -31.16848 6.28771  0.031
H1 5.45495 -30.13478 7.99506  0.074
H2 5.35224 -31.30199 6.77227  0.055
H3 5.69520 -29.61024 6.35647  0.079
H4 7.84269 -29.91697 7.86628  0.120
H5 7.03242 -32.82098 8.21006  0.092
H6 6.83877 -31.51788 9.25345  0.120
H7 10.63134 -31.29573 9.77930  0.089
H8 9.20266 -31.05609 10.61010  0.095
H9 9.58210 -30.26080 9.04586  0.083
H10 7.76052 -31.71463 5.66018  0.048
H11 8.64050 -30.34530 5.78962  0.092
C5 7.83087 -35.61683 9.29000  -0.695
O2 9.01434 -35.37451 8.93636  -0.109
N2 7.15446 -34.85598 10.20931  0.180
N3 7.17605 -36.66110 8.93888  0.163
H12 7.62570 -34.00377 10.47723  0.107
H13 6.36171 -35.26653 10.68163  0.112
H14 7.76989 -37.37281 8.53775  0.150
H15 6.28662 -36.85048 9.37836  0.134
C6 6.14847 -34.51802 5.83949  -0.756
O3 7.31084 -34.12397 5.90952  -0.142
N4 5.77602 -35.62427 6.40914  0.181
N5 5.15587 -33.89261 5.27799  0.190
H16 4.80714 -35.90754 6.44252  0.120
H17 6.34560 -35.90239 7.19548  0.070
H18 5.42322 -33.06564 4.76347  0.126
H19 4.29220 -34.41062 5.20160  0.125

Cartesian forces (eV/Å) of the 2 atoms listed first:
Sn -0.6 0.3 0.8
C 0.7 -1.1 0.8

=====

No. 4
A molecular structure, C6H19O11PPd at a distorted geometry, computed with ωB97M-V with the def2-TZVPD basis set.

Its spin multiplicity is 4. Its total charge is -1. The relative energy (zero: lowest compared OMol25 entry of this formula, charge and spin) is 0.00 kcal per mole. The value obtained for the total energy is -41820.7910 eV. The calculation puts the gap between HOMO and LUMO (alpha / beta) at 7.597 / 6.914 eV.

Last column: Löwdin charge in e.
Element x y z (Å)
Pd1 -1.10301 0.89776 -0.00978  1.056
O1 -1.81110 -0.74075 1.00828  -0.424
H1 -2.22012 -1.47231 0.50623  -0.007
P1 -3.06695 2.57245 -0.68001  -0.034
O2 -4.43573 2.91266 -0.01758  -0.143
O3 -2.88339 1.12449 -1.30716  -0.420
O4 -2.34707 2.52253 0.59237  -0.313
O5 -2.48605 3.66324 -1.64221  -0.378
C1 -0.50227 -3.68088 2.47857  -0.273
C2 0.39290 -3.33294 1.27388  -0.220
O6 0.58062 -1.91325 1.18356  -0.113
O7 -1.81141 -3.28990 2.25559  -0.067
H2 -0.13588 -3.27059 3.41960  0.115
H3 -0.54918 -4.75529 2.65619  0.110
H4 0.02246 -3.74887 0.33692  0.117
H5 1.35519 -3.81211 1.45412  0.108
H6 -0.30838 -1.55434 1.23318  -0.017
H7 -1.80673 -2.34764 2.07198  0.023
C3 0.96152 -0.41087 -2.35187  -0.229
C4 2.36967 -0.33464 -1.65422  -0.187
O8 2.52772 -1.66375 -1.14173  -0.079
O9 -0.17981 -0.39749 -1.53530  -0.118
H8 1.01893 -1.34929 -2.90339  0.119
H9 0.97522 0.35919 -3.12318  0.112
H10 2.30874 0.44516 -0.89508  0.083
H11 3.07340 -0.06515 -2.44176  0.117
H12 1.85257 -1.75233 -0.46503  0.038
H13 -0.73537 -1.01781 -2.01296  0.113
C5 1.50454 2.44859 0.71179  -0.200
C6 0.59620 3.28507 -0.27333  -0.184
O10 -0.10654 2.43197 -1.18899  -0.159
O11 0.83758 1.28054 1.21640  -0.114
H14 1.81805 3.11987 1.51129  0.118
H15 2.35909 2.10921 0.12642  0.093
H16 1.19474 3.96442 -0.88024  0.119
H17 -0.06230 3.87075 0.36811  0.116
H18 -0.79323 2.99566 -1.55272  0.025
H19 1.59530 0.90659 1.67205  0.099

Cartesian forces (eV/Å) of the 2 atoms listed first:
Pd -1.1 -0.8 -0.3
O -0.1 -1.8 0.8

=====

No. 5
A single C6H2 molecule at a distorted geometry, computed with ωB97M-V with the def2-TZVPD basis set.

The relative energy (zero: lowest compared OMol25 entry of this formula, charge and spin) is 1.09 kcal per mole. The value obtained for the total energy is -6248.7056 eV. The calculation puts the gap between HOMO and LUMO at 9.716 eV. Its SMILES is C#CC#CC#C.

Last column: Löwdin charge in e.
Element x y z (Å)
C1 -3.19736 0.07395 -0.00834  0.123
C2 -1.98835 -0.03064 0.05278  -0.146
C3 -0.60389 -0.08378 -0.00891  -0.038
C4 0.60882 -0.07803 -0.02492  -0.025
C5 2.00007 0.01801 -0.02248  -0.140
C6 3.18943 0.07426 0.02480  0.129
H1 -4.30516 0.14868 -0.07637  0.059
H2 4.25277 0.00879 -0.00120  0.038

Cartesian forces (eV/Å) of the 2 atoms listed first:
C -0.3 -0.1 0.0
C -0.8 0.1 -0.4

=====

No. 6
A single C6H2 molecule at a distorted geometry, computed with ωB97M-V with the def2-TZVPD basis set.

The relative energy (zero: lowest compared OMol25 entry of this formula, charge and spin) is 114.74 kcal per mole. The value obtained for the total energy is -6243.7772 eV. The calculation puts the gap between HOMO and LUMO at 8.058 eV.

Last column: Löwdin charge in e.
Element x y z (Å)
C1 -1.38399 2.42902 -2.62082  0.140
C2 -1.63847 2.53937 -1.39033  -0.189
C3 0.68953 -0.22415 -2.16132  0.190
C4 -1.19031 1.67310 -0.49519  -0.020
C5 0.28978 -0.10901 -0.94998  -0.290
C6 -0.42243 0.74575 0.01523  -0.114
H1 0.61742 -1.04841 -0.39218  0.133
H2 -0.47721 0.59711 1.16061  0.150

Cartesian forces (eV/Å) of the 2 atoms listed first:
C 0.1 0.2 -1.2
C 0.0 -1.0 2.5